The following is a quantum chemistry calculation of C8H22AgBr3N2O2 as an isolated structure at a distorted geometry, from the OMol25 dataset.

The geometry in XYZ format:
```
38
Properties=species:S:1:pos:R:3:forces:R:3
Ag 1.8245 -0.5629 1.3645 2.740 0.472 -0.182
Br 4.0076 0.9028 0.2556 -0.716 -0.343 0.011
Br 3.0354 -2.8577 0.7658 -0.294 0.306 0.125
Br 2.5191 -0.0960 4.1156 -0.280 0.063 -0.115
O -0.0619 -1.3678 2.2032 -0.341 -2.089 0.697
O -0.7126 1.3990 -1.5742 0.123 -1.108 0.114
N 0.4386 1.1879 1.1913 1.483 0.887 0.091
N 0.6282 -1.1170 -0.7355 -1.616 -1.467 1.852
C -1.2070 2.5142 -2.2480 0.549 0.578 -0.939
C 1.5429 -1.4547 -2.8165 0.739 1.746 -1.288
C -1.6137 2.0573 1.8790 -1.395 -0.842 -0.041
C 1.0037 -0.3717 -1.8647 -1.671 -0.244 -2.150
C -1.0361 -0.4102 1.8857 -2.240 -1.393 0.867
C -0.5818 -2.7265 2.1421 -1.489 0.744 -0.708
C -0.2730 0.3090 -2.4836 0.610 1.805 0.854
C -0.5708 0.9847 2.1486 -1.336 -0.573 0.316
H 0.8280 -2.2572 -2.9979 -0.041 -0.062 0.488
H 1.7250 -1.0292 -3.8034 0.311 0.047 -0.257
H -0.2383 1.0579 3.1840 0.473 -0.094 -0.068
H -1.4547 3.3919 -1.6510 0.014 -0.513 0.878
H -1.3944 -0.6628 0.8877 0.223 0.866 -0.712
H 0.5766 2.1707 1.3785 1.539 0.268 -1.020
H -1.2134 2.9966 1.4975 0.420 0.382 1.227
H -2.2712 2.0490 2.7482 -0.194 0.981 -0.106
H -0.3187 -1.4370 -0.8812 -0.593 0.137 0.262
H 1.6830 0.4050 -1.5134 0.443 0.082 -0.706
H -1.1664 -2.9786 3.0268 0.580 0.078 0.510
H -0.0416 0.7619 -3.4477 0.376 0.164 -0.070
H 2.5013 -1.7995 -2.4283 -0.167 -0.309 0.052
H -0.3949 2.8810 -2.8756 -0.089 0.144 -0.576
H -0.0997 1.0817 0.3433 0.676 0.376 -0.930
H -1.9463 -0.6048 2.4530 -0.166 -0.082 0.687
H -2.2228 1.8636 0.9961 -0.313 -0.878 -0.078
H -1.3606 -2.7550 1.3800 -0.296 0.340 -0.478
H 0.0316 -3.5576 1.7941 1.140 0.762 0.630
H 1.1001 -2.0086 -0.7847 0.690 -0.148 0.632
H -1.1746 -0.2706 -2.6821 0.216 -0.823 0.324
H -2.0907 2.3113 -2.8530 -0.107 -0.258 -0.197
```
Positions in Å, forces in eV/Å.

Lowest unoccupied orbital energy (alpha / beta): 2.32 / 1.04 eV
Total charge: -1
Relative energy (zero: lowest compared OMol25 entry of this formula, charge and spin): 1.7008 eV
2S+1: 2
Expectation value of S²: 0.76
Gap between HOMO and LUMO (alpha / beta): 6.507 / 5.011 eV
Maximum force: 2.86 eV Å⁻¹

Charge distribution, Mulliken scheme, values in e: number 1, Ag, carries 0.786; number 2, Br, carries -0.593; number 3, Br, carries -0.603; number 4, Br, carries -0.774; number 5, O, carries -0.216; number 6, O, carries -0.302; number 7, N, carries -0.053; number 8, N, carries -0.313; number 9, C, carries -0.973; number 10, C, carries -1.704; number 11, C, carries -1.523; number 12, C, carries 0.632; number 13, C, carries -0.781; number 14, C, carries -0.989; number 15, C, carries -1.128; number 16, C, carries 0.344; number 17, H, carries 0.364; number 18, H, carries 0.487; number 19, H, carries 0.381; number 20, H, carries 0.305; number 21, H, carries 0.313; number 22, H, carries 0.205; number 23, H, carries 0.396; number 24, H, carries 0.412; number 25, H, carries 0.187; number 26, H, carries 0.125; number 27, H, carries 0.318; number 28, H, carries 0.502; number 29, H, carries 0.410; number 30, H, carries 0.350; number 31, H, carries 0.054; number 32, H, carries 0.472; number 33, H, carries 0.350; number 34, H, carries 0.378; number 35, H, carries 0.314; number 36, H, carries 0.227; number 37, H, carries 0.290; number 38, H, carries 0.349

---

The following is a quantum chemistry calculation of B4F16Li as an isolated structure at a distorted geometry, from the OMol25 dataset.

The geometry in XYZ format:
```
21
Properties=species:S:1:pos:R:3:forces:R:3
F -2.1372 -0.7878 0.0114 0.725 1.820 -2.994
F 0.4821 -1.3271 -0.2567 -3.280 0.768 -0.967
F -1.0965 -1.0097 1.9334 3.069 0.546 1.271
F -3.2113 -1.1895 1.7941 -2.823 -0.585 1.690
F 2.2007 -0.7334 0.8406 1.204 2.152 1.987
F 2.1617 2.2299 -0.0264 1.097 0.203 -2.322
F 0.5630 1.3330 1.2187 -2.353 -2.992 -0.151
F -2.5426 0.6968 -2.3122 -0.564 0.344 -0.722
F 2.5270 1.7423 2.0972 1.769 -0.450 1.753
F -0.7058 1.6630 -3.4313 -0.356 0.322 -0.987
F -0.5469 -0.2925 -2.3828 1.279 -2.433 -0.278
F 2.4525 -1.5453 -1.2095 0.617 0.248 -0.758
F -0.7889 1.5367 -1.2398 0.865 1.374 3.080
F 1.8152 -2.9065 0.4604 0.376 -1.251 0.585
F -1.9194 -2.8394 0.7846 0.067 -0.643 0.573
F 1.0461 3.3165 1.5495 -0.985 4.080 1.141
B -2.0700 -1.5055 1.1473 -1.220 -1.261 -0.242
B 1.7482 -1.6419 -0.0199 1.609 -2.403 -1.083
B -1.1728 0.9134 -2.3582 -1.227 0.302 -1.320
B 1.6323 2.1919 1.1993 0.788 -0.723 -0.215
Li -0.4374 0.1551 0.2002 -0.658 0.581 -0.040
```
Positions in Å, forces in eV/Å.

Lowest unoccupied orbital energy (alpha / beta): 5.54 / -2.01 eV
Total charge: -2
Relative energy (zero: lowest compared OMol25 entry of this formula, charge and spin): 0.9220 eV
2S+1: 2
Expectation value of S²: 0.75
Gap between HOMO and LUMO (alpha / beta): 11.585 / 3.802 eV
Maximum force: 4.35 eV Å⁻¹

Charge distribution, Mulliken scheme, values in e: number 1, F, carries -0.267; number 2, F, carries 0.027; number 3, F, carries -0.356; number 4, F, carries -0.410; number 5, F, carries -0.136; number 6, F, carries -0.387; number 7, F, carries -0.396; number 8, F, carries -0.390; number 9, F, carries -0.371; number 10, F, carries -0.391; number 11, F, carries -0.258; number 12, F, carries -0.266; number 13, F, carries -0.371; number 14, F, carries -0.338; number 15, F, carries -0.424; number 16, F, carries -0.317; number 17, B, carries 0.487; number 18, B, carries 0.276; number 19, B, carries 0.566; number 20, B, carries 0.426; number 21, Li, carries 1.296